Version w
The molecule C14H15N5O4S. Source: OMol25; level of theory: the ωB97M-V functional and the def2-TZVPD basis.

CARTESIAN COORDINATES (ANGSTROEM)
C -1.559 -1.297 5.325
C -2.495 -1.848 4.253
O -2.116 -1.459 2.947
C -2.355 -0.195 2.510
C -3.084 0.764 3.205
C -3.293 2.019 2.660
C -2.776 2.347 1.417
C -2.053 1.407 0.715
C -1.835 0.132 1.239
C -1.082 -0.852 0.497
N -0.692 -0.625 -0.694
N 0.007 -1.569 -1.347
C 0.471 -1.387 -2.614
O 1.089 -2.252 -3.192
C 0.157 -0.025 -3.196
S 1.209 1.238 -2.401
C 2.716 0.896 -3.193
N 2.769 0.060 -4.169
N 3.948 -0.190 -4.750
C 5.152 0.365 -4.401
O 6.193 0.096 -4.943
N 5.048 1.279 -3.361
C 3.896 1.620 -2.677
O 3.889 2.415 -1.771
H -1.864 -1.665 6.300
H -0.540 -1.622 5.128
H -1.575 -0.210 5.335
H -2.434 -2.940 4.234
H -3.535 -1.566 4.456
H -3.501 0.545 4.175
H -3.864 2.746 3.220
H -2.937 3.331 1.005
H -1.630 1.633 -0.250
H -0.871 -1.798 1.003
H 0.214 -2.464 -0.895
H 0.361 -0.017 -4.263
H -0.865 0.265 -2.964
H 3.926 -0.896 -5.475
H 5.912 1.722 -3.068

Summary:
- structure (SMILES) = CCOc1ccccc1/C=N/NC(=O)CSc1n[nH]c(=O)[nH]c1=O
- HOMO energy (eV) = -8.346

***

Version x
The molecule C14H15N5O4S. Source: OMol25; level of theory: the ωB97M-V functional and the def2-TZVPD basis.

CARTESIAN COORDINATES (ANGSTROEM)
C -4.880 0.608 1.978
C -4.775 0.060 0.595
C -5.774 0.272 -0.351
C -5.659 -0.220 -1.640
C -4.536 -0.939 -2.018
C -3.533 -1.164 -1.092
C -3.664 -0.671 0.192
S -2.320 -0.987 1.326
O -1.285 -1.694 0.629
O -2.792 -1.496 2.578
N -1.777 0.644 1.607
N -0.817 0.990 0.663
C 0.468 0.583 0.785
O 0.978 0.215 1.823
C 1.224 0.743 -0.522
O 0.695 1.147 -1.552
N 2.499 0.367 -0.420
N 3.364 0.384 -1.499
C 4.712 0.447 -1.268
C 5.613 0.665 -2.320
C 6.959 0.641 -2.029
C 7.371 0.404 -0.720
C 6.399 0.202 0.242
N 5.102 0.222 -0.015
H -4.179 1.432 2.100
H -5.887 0.966 2.175
H -4.612 -0.156 2.703
H -6.654 0.833 -0.069
H -6.449 -0.041 -2.353
H -4.443 -1.321 -3.023
H -2.642 -1.720 -1.339
H -1.344 0.673 2.529
H -1.162 1.160 -0.276
H 2.919 0.070 0.456
H 2.950 0.800 -2.325
H 5.250 0.844 -3.319
H 7.687 0.807 -2.809
H 8.417 0.380 -0.462
H 6.657 0.016 1.276

Summary:
- structure (SMILES) = Cc1ccccc1S(=O)(=O)NNC(=O)C(=O)NNc1ccccn1
- HOMO energy (eV) = -8.289

***

Most stable of them? version w.

***

Version w
A 2-piece molecular cluster, H4NS overall. Source: OMol25; level of theory: the ωB97M-V functional and the def2-TZVPD basis.

CARTESIAN COORDINATES (ANGSTROEM)
N -1.124 -0.213 0.905
H -0.660 0.058 0.072
H -0.696 0.035 1.784
H -0.883 -1.188 0.829
S 1.079 0.943 -2.004
H 2.285 0.364 -1.586

Summary:
- HOMO energy (eV) = -2.549
- charge = -1

***

Version x
A 2-piece molecular cluster, H4NS overall. Source: OMol25; level of theory: the ωB97M-V functional and the def2-TZVPD basis.

CARTESIAN COORDINATES (ANGSTROEM)
N 1.397 -1.677 0.625
H 1.407 -2.122 1.547
H 1.392 -0.687 0.872
H 0.502 -1.903 0.221
S -0.829 0.986 -0.338
H -0.265 0.987 -1.546

Summary:
- HOMO energy (eV) = -2.496
- charge = -1

***

Most stable of them? version x.

***

Version w
A 10-piece molecular cluster, C30H70N10O10 overall. Source: OMol25; level of theory: the ωB97M-V functional and the def2-TZVPD basis.

CARTESIAN COORDINATES (ANGSTROEM)
C 0.026 -1.494 -5.478
N 0.192 -1.758 -6.888
C 0.000 -0.656 -7.817
C 0.703 -2.873 -7.345
O 1.040 -3.860 -6.674
H 0.864 -0.860 -5.190
H -0.132 -2.172 -4.639
H -0.779 -0.769 -5.357
H -0.247 -1.063 -8.797
H -0.832 -0.027 -7.496
H 0.913 -0.079 -7.960
H 0.873 -2.734 -8.424
C -2.626 -3.038 5.579
N -2.773 -1.732 4.901
C -4.168 -1.263 4.789
C -1.757 -0.929 4.511
O -1.815 0.152 3.939
H -2.851 -3.855 4.892
H -3.250 -3.108 6.470
H -1.623 -3.189 5.979
H -4.176 -0.327 4.231
H -4.655 -2.057 4.224
H -4.626 -1.215 5.777
H -0.768 -1.358 4.731
C -4.000 -6.040 0.077
N -3.845 -4.582 0.173
C -4.039 -3.886 -1.108
C -3.363 -3.982 1.271
O -2.898 -2.856 1.331
H -5.009 -6.231 -0.287
H -3.617 -6.641 0.902
H -3.418 -6.378 -0.780
H -3.875 -2.824 -0.929
H -3.372 -4.273 -1.879
H -5.049 -3.963 -1.511
H -3.372 -4.663 2.135
C 4.220 3.061 -1.931
N 4.490 3.023 -0.483
C 5.362 1.925 -0.024
C 4.317 4.039 0.331
O 3.938 5.145 -0.078
H 5.173 3.313 -2.398
H 3.572 3.879 -2.245
H 3.753 2.189 -2.388
H 6.253 1.824 -0.644
H 5.707 2.038 1.004
H 4.862 0.982 -0.246
H 4.476 3.796 1.393
C -3.582 0.158 0.768
N -4.873 0.379 1.421
C -5.048 1.801 1.779
C -5.731 -0.608 1.598
O -6.840 -0.570 2.177
H -3.356 -0.821 0.344
H -2.828 0.646 1.386
H -3.426 0.621 -0.207
H -5.997 2.028 2.266
H -4.212 2.044 2.435
H -4.943 2.413 0.883
H -5.341 -1.570 1.231
C 0.134 -0.404 1.343
N 0.273 -0.349 -0.094
C 1.617 0.085 -0.454
C -0.632 -0.869 -0.964
O -0.356 -0.982 -2.141
H 0.298 0.555 1.835
H 0.813 -1.216 1.602
H -0.838 -0.792 1.645
H 2.322 -0.713 -0.218
H 1.708 0.334 -1.512
H 1.964 0.962 0.092
H -1.600 -1.087 -0.488
C 0.309 3.740 5.794
N 1.016 2.478 5.977
C 1.583 1.803 4.828
C 1.154 2.033 7.293
O 1.691 0.997 7.714
H 0.018 4.205 6.736
H -0.670 3.563 5.350
H 0.824 4.481 5.182
H 2.147 2.452 4.158
H 2.212 1.023 5.257
H 0.867 1.222 4.247
H 0.824 2.888 7.904
C 0.841 4.163 -0.738
N -0.456 4.433 -0.143
C -1.354 3.310 0.048
C -0.813 5.697 0.212
O -1.934 5.979 0.596
H 0.601 3.910 -1.771
H 1.245 3.261 -0.280
H 1.430 5.079 -0.687
H -1.825 3.115 -0.915
H -0.900 2.362 0.338
H -2.287 3.516 0.574
H -0.110 6.513 -0.018
C 6.870 -4.648 0.314
N 5.786 -3.743 0.508
C 4.538 -4.235 1.035
C 5.922 -2.415 0.280
O 5.077 -1.556 0.480
H 7.477 -4.811 1.205
H 7.540 -4.232 -0.439
H 6.597 -5.615 -0.107
H 3.997 -4.767 0.253
H 4.631 -4.922 1.877
H 3.898 -3.398 1.314
H 6.925 -2.166 -0.099
C -1.610 1.864 -4.783
N -0.150 1.995 -4.896
C 0.395 2.407 -6.153
C 0.657 1.503 -3.946
O 1.848 1.402 -4.094
H -1.987 1.614 -3.791
H -2.005 1.144 -5.499
H -2.039 2.849 -4.967
H 0.279 1.635 -6.913
H 0.032 3.347 -6.569
H 1.462 2.586 -6.024
H 0.123 1.269 -3.011

Summary:
- structure (SMILES) = CN(C)C=O.CN(C)C=O.CN(C)C=O.CN(C)C=O.CN(C)C=O.CN(C)C=O.CN(C)C=O.CN(C)C=O.CN(C)C=O.CN(C)C=O
- HOMO energy (eV) = -8.970

***

Version x
A 10-piece molecular cluster, C30H70N10O10 overall. Source: OMol25; level of theory: the ωB97M-V functional and the def2-TZVPD basis.

CARTESIAN COORDINATES (ANGSTROEM)
C -4.078 -4.525 1.577
N -3.624 -3.489 2.565
C -3.895 -2.088 2.142
C -2.708 -3.728 3.529
O -2.238 -2.807 4.149
H -5.061 -4.207 1.448
H -3.996 -5.579 1.837
H -3.632 -4.326 0.582
H -3.131 -1.694 1.461
H -4.860 -2.037 1.633
H -4.087 -1.376 2.996
H -2.492 -4.813 3.695
C 3.482 -0.925 -4.226
N 4.049 -0.754 -2.860
C 3.509 -1.693 -1.885
C 5.008 0.154 -2.469
O 5.410 0.295 -1.351
H 2.402 -0.753 -4.274
H 3.639 -1.938 -4.602
H 3.950 -0.203 -4.894
H 3.618 -2.657 -2.381
H 4.102 -1.799 -0.950
H 2.468 -1.610 -1.651
H 5.332 0.760 -3.335
C -1.031 8.351 2.064
N -1.051 6.932 1.643
C -2.135 6.087 2.174
C -0.182 6.535 0.678
O -0.190 5.405 0.164
H -2.001 8.814 1.856
H -0.120 8.857 1.666
H -0.935 8.456 3.144
H -1.784 5.061 2.217
H -2.279 6.619 3.065
H -3.044 6.194 1.568
H 0.560 7.364 0.423
C 4.183 0.371 3.287
N 3.680 -0.991 2.996
C 3.061 -1.836 4.042
C 3.750 -1.424 1.729
O 3.365 -2.542 1.399
H 4.925 0.336 4.104
H 3.397 0.990 3.581
H 4.785 0.775 2.491
H 2.189 -1.286 4.451
H 2.765 -2.660 3.425
H 3.839 -2.051 4.760
H 4.203 -0.697 0.973
C 2.255 -5.614 0.582
N 0.971 -5.885 1.177
C 0.508 -7.289 1.334
C 0.010 -4.948 1.234
O -1.213 -5.157 1.462
H 2.439 -4.584 0.350
H 2.360 -6.073 -0.356
H 3.099 -5.975 1.163
H 1.438 -7.891 1.447
H -0.193 -7.309 2.131
H -0.004 -7.600 0.376
H 0.388 -3.913 1.162
C 1.284 4.533 -2.329
N 2.261 3.545 -2.958
C 3.486 3.244 -2.289
C 1.955 2.945 -4.134
O 2.623 2.073 -4.708
H 0.870 4.199 -1.332
H 0.422 4.608 -2.979
H 1.731 5.507 -2.143
H 3.982 4.204 -1.957
H 3.380 2.563 -1.447
H 4.146 2.686 -2.952
H 1.022 3.259 -4.556
C -0.216 2.103 6.117
N -0.887 1.689 4.883
C -0.512 0.377 4.308
C -1.806 2.486 4.314
O -2.507 2.228 3.346
H -0.843 1.815 6.990
H -0.091 3.194 6.053
H 0.766 1.676 6.231
H -1.352 0.070 3.607
H 0.442 0.498 3.797
H -0.440 -0.347 5.121
H -1.790 3.472 4.813
C -3.440 0.876 -3.060
N -4.570 1.604 -3.647
C -4.335 2.017 -5.045
C -5.647 1.947 -2.940
O -6.468 2.757 -3.322
H -3.104 0.172 -3.824
H -3.788 0.290 -2.227
H -2.608 1.483 -2.742
H -3.933 1.217 -5.588
H -5.299 2.229 -5.440
H -3.761 2.924 -5.108
H -5.572 1.505 -1.917
C -1.140 1.638 0.278
N 0.116 1.052 0.735
C 0.224 -0.391 0.671
C 1.141 1.890 0.968
O 2.223 1.425 1.226
H -0.957 2.745 0.311
H -2.010 1.460 0.869
H -1.441 1.408 -0.761
H -0.451 -0.601 -0.175
H 1.258 -0.731 0.510
H -0.186 -0.892 1.547
H 0.841 2.962 0.962
C -0.852 -3.781 -5.563
N -1.033 -3.492 -4.160
C -0.014 -4.103 -3.310
C -2.018 -2.738 -3.640
O -2.175 -2.509 -2.462
H -1.600 -3.301 -6.189
H -0.894 -4.819 -5.874
H 0.164 -3.479 -5.800
H 0.929 -3.733 -3.692
H -0.115 -3.784 -2.294
H 0.089 -5.199 -3.375
H -2.681 -2.301 -4.411

Summary:
- structure (SMILES) = CN(C)C=O.CN(C)C=O.CN(C)C=O.CN(C)C=O.CN(C)C=O.CN(C)C=O.CN(C)C=O.CN(C)C=O.CN(C)C=O.CN(C)C=O
- HOMO energy (eV) = -8.558

***

Most stable of them? version x.

***

Version w
The molecule CHFO2. Source: OMol25; level of theory: the ωB97M-V functional and the def2-TZVPD basis.

CARTESIAN COORDINATES (ANGSTROEM)
F -0.040 1.401 0.137
C -0.209 0.070 -0.017
O 0.676 -0.621 -0.724
O 0.765 -0.736 0.695
H -1.193 -0.114 -0.092

Summary:
- structure (SMILES) = FC1OO1
- HOMO energy (eV) = -10.963

***

Version x
A 2-piece molecular cluster, CHFO2 overall. Source: OMol25; level of theory: the ωB97M-V functional and the def2-TZVPD basis.

CARTESIAN COORDINATES (ANGSTROEM)
O 0.001 -1.045 2.181
C 0.223 -0.762 1.113
O 0.509 -0.587 0.015
F -0.679 1.471 -1.798
H -0.054 0.922 -1.512

Summary:
- structure (SMILES) = O=C=O.F
- HOMO energy (eV) = -13.554

***

Most stable of them? version x.